(1)
Entry from OMol25: 2 unconnected molecules or ions with the total composition CHFO2 (the ωB97M-V functional and the def2-TZVPD basis).

LUMO energy = 0.10 eV
E_tot = -288.832916 a.u.
net charge = 0
HOMO = -11.05 eV
ΔE to the lowest compared entry with this formula, charge and spin = 160.09 kcal/mol
gap between HOMO and LUMO = 0.40972 Eh

Positions of all 5 atoms, in Å:
C1 0.144 0.290 0.712
O1 -0.337 0.452 1.951
O2 0.637 -0.577 1.480
F1 -0.500 -0.202 -1.634
H1 0.055 0.036 -2.509

---

(2)
Entry from OMol25: 2 unconnected molecules or ions with the total composition CHFOS2 (the ωB97M-V functional and the def2-TZVPD basis).

LUMO energy = -1.03 eV
E_tot = -1010.059068 a.u.
net charge = 0
HOMO = -10.18 eV
ΔE to the lowest compared entry with this formula, charge and spin = 65.95 kcal/mol
gap between HOMO and LUMO = 0.33603 Eh

Positions of all 6 atoms, in Å:
C1 -0.936 0.197 0.030
O1 0.224 0.460 -0.287
F1 -1.029 -1.687 0.127
S1 -2.358 0.896 0.151
S2 1.590 -0.521 0.063
H1 2.510 0.655 -0.085

---

(3)
Entry from OMol25: 2 unconnected molecules or ions with the total composition CHI2N (the ωB97M-V functional and the def2-TZVPD basis).

LUMO energy = -0.60 eV
E_tot = -688.805361 a.u.
net charge = 0
HOMO = -9.89 eV
ΔE to the lowest compared entry with this formula, charge and spin = 2.67 kcal/mol
SMILES = N#CI.I
gap between HOMO and LUMO = 0.34110 Eh

Positions of all 5 atoms, in Å:
N1 0.005 1.814 -0.301
C1 0.969 1.202 -0.300
I1 2.902 0.474 -0.239
I2 -1.896 -1.470 -0.313
H1 -1.980 -2.021 1.153

---

(4)
Entry from OMol25: 2 unconnected molecules or ions with the total composition CHI2NO (the ωB97M-V functional and the def2-TZVPD basis).

LUMO energy = -0.75 eV
E_tot = -763.957068 a.u.
net charge = 0
HOMO = -9.70 eV
ΔE to the lowest compared entry with this formula, charge and spin = 53.92 kcal/mol
SMILES = [O-][N+]#CI.I
gap between HOMO and LUMO = 0.32870 Eh

Positions of all 6 atoms, in Å:
O1 0.470 -1.893 -0.171
N1 -0.347 -1.055 -0.189
C1 -1.170 -0.335 0.203
I1 -2.643 1.050 -0.094
I2 2.586 1.115 -0.112
H1 1.104 1.119 0.363

---

(5)
Entry from OMol25: a molecular structure, CHI2NO2 (the ωB97M-V functional and the def2-TZVPD basis).

LUMO energy (alpha / beta) = -1.00 / -1.48 eV
E_tot = -839.122952 a.u.
net charge = 0
HOMO (alpha / beta) = -9.89 / -8.46 eV
ΔE to the lowest compared entry with this formula, charge and spin = 49.10 kcal/mol
gap between HOMO and LUMO (alpha / beta) = 0.32657 / 0.25647 Eh

Positions of all 7 atoms, in Å:
C1 0.167 0.854 -0.685
N1 -0.080 -1.213 0.785
O1 -0.283 -2.127 -0.002
O2 -0.043 -1.084 1.979
I1 1.019 1.934 0.877
I2 -1.616 1.523 -1.584
H1 0.837 0.113 -1.371

---

(6)
Entry from OMol25: a molecular structure, CHLaLiO3 (the ωB97M-V functional and the def2-TZVPD basis).

LUMO energy (alpha / beta) = -11.11 / -10.97 eV
E_tot = -302.513735 a.u.
net charge = +2
2S+1 = 2
HOMO (alpha / beta) = -16.59 / -16.31 eV
⟨S²⟩ = 0.756
gap between HOMO and LUMO (alpha / beta) = 0.20136 / 0.19643 Eh

Positions of all 7 atoms, in Å:
O1 -4.288 0.892 0.224
C1 -3.360 0.519 0.804
H1 -2.373 -0.617 -0.549
O2 -1.725 -0.272 -2.125
O3 -1.508 -0.140 -0.951
La1 -4.407 0.927 -2.873
Li1 -2.487 0.801 -3.612